A molecular structure, C28H56Li3O11P at a distorted geometry, computed with ωB97M-V/def2-TZVPD.

Element x y z (Å)
Li  -12.2006  21.2625  -3.6485
Li  -14.8052  21.0109  -6.1767
Li  -13.4294  17.6758  -6.3923
P  -13.0043  19.7058  -5.2876
O  -14.4294  19.2325  -5.7968
O  -12.7223  19.4854  -3.7543
O  -13.0462  21.2504  -5.3145
O  -12.0490  18.9749  -6.2631
C  -15.3531  16.1574  -9.4828
C  -14.1073  15.2386  -9.6983
C  -12.9839  16.0305  -9.0065
O  -13.6241  17.0526  -8.2540
C  -14.7865  17.4572  -8.9319
H  -16.0722  15.5888  -8.8957
H  -15.9072  16.3667  -10.4045
H  -13.8743  14.9820  -10.7267
H  -14.3157  14.3416  -9.1171
H  -12.3387  16.5683  -9.7141
H  -12.3496  15.4436  -8.3444
H  -14.6330  18.2599  -9.6684
H  -15.4723  18.0003  -8.2707
C  -9.9031  17.0587  -2.3558
C  -8.4394  16.6768  -2.1739
C  -7.7774  18.0131  -2.5769
O  -8.6548  19.0276  -2.1388
C  -9.9563  18.5803  -2.5906
H  -10.5311  16.8050  -1.4996
H  -10.4123  16.6264  -3.2249
H  -8.0915  15.9347  -2.8883
H  -8.3418  16.4620  -1.1135
H  -7.6439  18.0742  -3.6613
H  -6.7888  18.0815  -2.1160
H  -10.2119  18.8618  -3.6152
H  -10.6934  19.0909  -1.9714
C  -10.5914  20.6629  -9.0618
C  -9.2226  20.1197  -9.4898
C  -9.5837  19.6745  -10.9317
O  -10.9403  19.2574  -10.8650
C  -11.4081  19.4694  -9.5346
H  -10.7870  21.6204  -9.5380
H  -10.5716  20.7500  -7.9750
H  -8.8895  19.3012  -8.8600
H  -8.4695  20.9089  -9.5648
H  -8.9068  18.9371  -11.3680
H  -9.5787  20.5756  -11.5609
H  -11.2527  18.5873  -8.9051
H  -12.4930  19.5894  -9.4646
C  -9.4740  15.2577  -7.5563
C  -9.5241  16.7294  -7.1998
C  -8.9051  16.7374  -5.8027
O  -8.9382  15.3817  -5.2912
C  -9.7829  14.6638  -6.1813
H  -8.4967  14.8719  -7.8546
H  -10.1443  14.9124  -8.3477
H  -10.5450  17.0936  -7.1064
H  -8.9315  17.3522  -7.8670
H  -9.5160  17.3972  -5.1831
H  -7.8869  17.1195  -5.8805
H  -10.8421  14.7265  -5.8947
H  -9.5239  13.6022  -6.1212
C  -15.1457  19.1715  -0.5350
C  -15.8389  18.3185  0.5194
C  -16.9248  17.5882  -0.2905
O  -16.6449  17.8321  -1.6664
C  -15.3084  18.3626  -1.7902
H  -14.0993  19.3361  -0.2744
H  -15.6382  20.1259  -0.7363
H  -16.2254  18.9400  1.3314
H  -15.1396  17.6641  1.0440
H  -17.8880  18.0750  -0.1311
H  -16.8992  16.5319  -0.0132
H  -15.2586  18.9144  -2.7259
H  -14.5477  17.5725  -1.8354
C  -15.4106  14.8981  -3.7556
C  -13.9308  14.6418  -3.5479
C  -13.3193  15.9192  -4.1357
O  -14.0863  16.1179  -5.3194
C  -15.4591  15.7827  -5.0349
H  -15.8427  15.4569  -2.9269
H  -16.0420  14.0342  -3.9597
H  -13.5229  13.7297  -3.9794
H  -13.6125  14.6748  -2.5008
H  -12.2672  15.9281  -4.4242
H  -13.4470  16.7561  -3.4386
H  -15.8384  15.3575  -5.9655
H  -15.9807  16.7363  -4.9065
C  -8.7738  23.4713  -4.2327
C  -8.8179  22.6609  -5.5282
C  -9.8424  21.5594  -5.2627
O  -10.2031  21.7126  -3.8784
C  -9.0936  22.3925  -3.2476
H  -9.4865  24.2902  -4.3158
H  -7.7763  23.8956  -4.0910
H  -7.8349  22.2656  -5.8025
H  -9.0835  23.2601  -6.4030
H  -9.4016  20.5743  -5.4297
H  -10.6450  21.7045  -5.9800
H  -8.2929  21.6841  -3.0205
H  -9.4941  22.7246  -2.2868

Atomic forces in eV per Å
Li 0.30 -0.15 0.01
Li 0.57 -0.28 0.42
Li -0.23 -0.18 -0.42
P 0.32 -1.30 1.39
O -0.05 0.41 0.33
O -0.18 -0.62 -1.39
O -0.47 1.46 -1.42
O -0.08 0.46 1.05
C -0.20 -0.21 -1.68
C -0.32 0.43 0.92
C 0.20 0.51 -0.69
O 0.12 0.38 0.90
C -1.19 0.24 0.36
H 0.09 0.56 0.66
H 0.26 -0.11 -0.11
H -0.07 0.06 -0.04
H 0.27 -0.25 -0.29
H 0.03 -0.41 -0.21
H -0.16 0.03 0.12
H 0.67 -0.65 -0.53
H 0.21 -0.57 0.60
C -1.79 0.09 -0.84
C -0.48 1.27 -0.87
C 0.49 -0.58 0.68
O -0.11 0.24 -0.54
C 0.37 0.16 1.14
H 0.20 -0.08 0.08
H 0.37 -0.42 0.14
H -0.14 -0.54 0.49
H 0.78 -0.30 -0.12
H -0.06 -0.12 -0.08
H -0.12 0.52 0.08
H 0.47 -0.04 -0.10
H 0.01 -0.09 0.03
C 1.01 -1.26 1.29
C 0.04 0.90 -1.56
C 0.18 0.86 0.61
O -0.49 -0.82 -0.21
C -0.59 0.45 0.37
H -0.35 -0.09 -0.14
H -0.52 0.17 -0.02
H 0.02 -0.01 0.08
H 0.16 -0.21 0.30
H -0.30 -0.24 0.07
H 0.29 -0.17 -0.10
H 0.47 0.12 0.11
H 0.02 0.30 -0.68
C -0.50 -0.81 0.18
C 0.45 -0.19 -0.12
C -0.31 0.24 -0.02
O -0.18 0.69 -0.46
C 0.32 -0.96 -0.20
H 0.22 0.43 0.10
H -0.24 0.26 0.15
H -0.10 0.11 -0.38
H -0.26 0.12 -0.12
H 0.26 -0.03 0.27
H 0.17 -0.30 0.48
H -0.01 0.35 -0.09
H 0.11 0.10 0.10
C 0.58 0.35 -0.13
C -0.08 0.62 0.42
C 0.32 0.77 0.31
O 0.58 -0.44 -0.23
C -0.28 -0.55 -0.17
H -0.03 0.20 -0.15
H -0.02 0.06 0.51
H -0.33 -0.01 -0.18
H 0.05 -0.29 -0.46
H -0.19 -0.54 0.31
H -0.41 -0.09 -0.36
H 0.07 0.07 0.04
H -0.19 -0.17 0.01
C -0.78 0.24 -1.05
C 1.20 0.72 0.88
C -0.29 -0.18 -0.18
O 0.30 0.23 -0.40
C 0.64 0.93 -0.09
H 0.03 -0.02 0.04
H 0.24 -0.28 0.39
H -0.19 0.04 -0.29
H -0.42 -0.47 0.10
H -0.02 -0.40 0.04
H -0.10 0.04 -0.14
H -0.11 -0.50 0.28
H -0.17 -0.15 0.35
C 1.21 0.09 -0.77
C 0.65 0.26 -0.91
C 0.84 0.15 -0.55
O -0.33 -0.21 -0.32
C -1.52 -0.02 0.94
H -0.22 -0.13 0.55
H -0.12 0.06 0.12
H -0.02 -0.16 0.38
H -0.22 0.10 0.19
H -0.17 -0.12 0.14
H -0.69 -0.32 0.73
H 0.14 0.05 -0.37
H 0.15 0.16 -0.04

The HOMO energy comes out at -8.063 eV. The calculation puts the HOMO-LUMO gap at 0.28712 hartree. The calculation puts the energy relative to the best compared isomer or geometry (same formula, charge and spin) at 1.660 eV. The LUMO energy is -0.250 eV.

Atom charges from the Mulliken analysis, given in e for atoms 1 to 8: number 1, Li, carries 0.83; number 2, Li, carries 0.71; number 3, Li, carries 0.50; number 4, P, carries 0.61; number 5, O, carries -0.92; number 6, O, carries -0.82; number 7, O, carries -1.27; number 8, O, carries 0.00